Entry 1:
ORCA calculation (ωB97M-V/def2-TZVPD) on a 2-piece molecular cluster, C5H10O3 overall.

```
18
Properties=species:S:1:pos:R:3:forces:R:3
C 0.74141 0.73249 1.19596 -2.772 4.681 5.212
C 0.17300 2.10031 1.01975 -1.645 -2.602 1.089
C -0.87161 -0.90398 -1.95346 1.725 0.782 -0.179
C 1.38822 0.15625 0.16841 3.456 -7.041 -2.871
C -0.38782 -1.61661 -0.68942 -0.043 0.205 -2.310
O 0.39299 0.10058 2.32595 -0.699 0.022 0.716
O 0.49735 -2.41368 -0.63648 0.641 -0.764 0.194
O -1.28191 -1.50152 0.27069 -1.796 1.303 1.208
H 0.89290 2.78441 0.72357 1.374 1.469 -0.900
H -0.65358 2.02994 0.27062 0.196 0.498 0.056
H -0.23679 2.40043 1.97862 -0.224 0.262 -0.009
H -0.13186 -0.67274 -2.74946 -0.102 -0.707 0.769
H -1.58113 -1.60275 -2.32792 -0.995 -0.202 -0.638
H -1.26562 0.07605 -1.71255 -0.632 0.022 0.087
H 1.56978 0.76937 -0.62098 0.838 1.201 -2.447
H 1.85322 -0.91675 0.24869 -0.627 2.577 -0.266
H 0.84034 -0.72831 2.47142 0.344 -0.563 -0.292
H -1.93887 -0.79350 0.01658 0.961 -1.141 0.581
```
Forces are in eV/Å.

calculated total energy	-11484.2674	eV
net charge	0
<S²>	2.0060
maximum force	0.1624	hartree/bohr
multiplicity	3

Entry 2:
ORCA calculation (ωB97M-V/def2-TZVPD) on a single C5H10O3S molecule.

```
19
Properties=species:S:1:pos:R:3:forces:R:3
C -0.11523 -0.41757 -0.85608 -1.982 -3.421 2.435
C 0.61668 0.52340 0.02959 -2.154 1.784 -1.208
C -0.28450 -1.87095 -0.17355 1.482 -1.257 -2.035
C 1.30569 0.15894 1.24963 0.766 -0.701 -0.262
C 0.70431 1.85786 -0.61802 -1.226 -1.816 -3.285
O -3.01745 -0.91879 0.75354 0.839 0.046 -0.892
O -1.38218 -0.01688 -1.28519 0.174 0.554 0.159
O -1.65973 1.06710 0.94947 1.660 -0.051 -0.417
S -2.54957 0.28011 0.05082 -1.571 0.344 0.355
H 0.48472 -0.57233 -1.73711 0.487 0.125 -0.534
H -0.99302 -2.57246 -0.80841 1.386 1.786 1.282
H -0.56571 -1.94247 0.88741 -0.115 0.497 -0.543
H 0.76851 -2.30592 -0.29036 -1.319 0.059 0.396
H 1.88925 1.00282 1.57535 0.316 0.046 0.452
H 1.93488 -0.74523 1.05197 -0.302 0.658 0.165
H 0.58704 -0.15824 2.00832 -0.094 0.104 -0.092
H -0.23203 2.16122 -1.18567 0.905 -0.765 0.964
H 1.44434 1.80616 -1.45863 -0.298 -0.622 0.342
H 1.06400 2.66320 -0.14304 1.046 2.631 2.717
```
Forces are in eV/Å.

calculated total energy	-22321.3970	eV
net charge	0
maximum force	0.0903	hartree/bohr
multiplicity	1

Entry 3:
ORCA calculation (ωB97M-V/def2-TZVPD) on a single C5H10OS molecule.

```
17
Properties=species:S:1:pos:R:3:forces:R:3
C -0.76426 0.53241 2.16757 -1.772 -0.855 -0.344
C 0.13553 0.89232 1.05496 0.128 -0.488 -1.051
C 0.13718 0.35709 -0.17759 0.828 0.529 0.444
C 1.07121 0.80993 -1.30832 0.336 -1.495 0.462
S 0.09947 1.65542 -2.59171 0.799 0.840 -0.119
O -0.75456 -0.64556 -0.51367 0.004 0.179 0.324
C -0.16538 -1.92880 -0.50772 -0.651 -1.437 0.590
H -0.23751 0.25661 3.05902 0.500 -0.298 0.480
H -1.32934 1.42278 2.44410 -0.240 0.022 0.033
H -1.50834 -0.29173 1.92261 0.994 1.038 0.174
H 0.80764 1.70101 1.29777 0.295 0.121 -0.343
H 1.60094 -0.11529 -1.78180 -0.736 1.739 0.912
H 1.82124 1.51608 -0.87393 -0.587 -0.593 -0.648
H -0.84399 0.75106 -2.66423 -0.592 -0.648 0.002
H -0.97624 -2.69515 -0.68274 0.782 0.963 0.125
H 0.34624 -2.20503 0.45225 -0.497 0.544 -0.566
H 0.56016 -2.01317 -1.29656 0.408 -0.159 -0.476
```
Forces are in eV/Å.

calculated total energy	-18228.5384	eV
net charge	0
maximum force	0.0408	hartree/bohr
multiplicity	1
SMILES	C/C=C(/CS)OC

Entry 4:
ORCA calculation (ωB97M-V/def2-TZVPD) on a single C5H10OS molecule.

```
17
Properties=species:S:1:pos:R:3:forces:R:3
C 2.82071 0.81767 0.03504 -6.198 1.482 2.972
S 1.68085 -0.52867 -0.40533 -0.537 -0.284 -0.640
C 0.28196 -0.06044 0.70819 0.974 0.393 1.803
C -1.16303 -0.18806 0.15194 1.911 0.502 -0.384
C -1.47744 -1.63213 -0.07299 -0.996 0.402 0.403
C -1.58967 0.81617 -0.82848 -2.395 -0.411 0.159
O -2.15662 0.74372 0.52735 0.767 -0.059 -0.120
H 3.56645 0.88361 -0.62254 3.731 -0.407 -1.744
H 2.85300 0.71437 1.18025 1.137 0.710 -1.950
H 2.18715 1.75595 -0.27649 1.197 -1.333 1.124
H 0.49051 -0.70872 1.59457 -0.911 0.110 -0.572
H 0.58716 0.92150 1.14010 -0.822 -0.233 -0.769
H -1.66373 -2.21149 0.85248 0.013 0.438 -0.477
H -0.57775 -1.97189 -0.52772 0.549 -0.936 -0.573
H -2.30259 -1.68577 -0.78277 -0.068 -0.441 0.187
H -1.14704 1.73587 -1.12082 1.106 0.584 0.412
H -2.38992 0.59832 -1.55276 0.542 -0.517 0.168
```
Forces are in eV/Å.

calculated total energy	-18227.4461	eV
net charge	0
maximum force	0.1367	hartree/bohr
multiplicity	1
SMILES	CSC[C@]1(C)CO1

Entry 5:
ORCA calculation (ωB97M-V/def2-TZVPD) on a 2-piece molecular cluster, C5H10OS2 overall.

```
18
Properties=species:S:1:pos:R:3:forces:R:3
C 0.41427 2.74905 0.36314 -0.655 -1.548 0.101
C -1.29400 -0.47806 1.41089 0.618 0.179 -1.434
C 0.60022 0.52027 -0.46735 0.813 1.592 1.197
C 2.27602 -1.68968 0.27321 -0.110 0.384 -0.100
C -2.05128 0.28018 -1.17705 0.593 0.188 0.422
O -0.54412 -1.87574 -0.68647 0.238 -0.211 -0.251
S 2.15033 0.10122 -0.08900 -0.577 -0.322 -0.404
S -0.76947 -0.53332 -0.18771 -1.529 -0.030 0.787
H -0.17577 3.20430 -0.44446 0.243 -0.075 -0.311
H 1.46127 3.03986 0.24239 0.254 -0.094 -0.399
H -0.69510 -1.08730 2.06884 0.272 -0.192 0.004
H -1.43227 0.53977 1.72891 -0.329 0.373 0.135
H 3.33082 -1.93499 0.22106 0.131 0.002 0.035
H 1.70265 -2.25839 -0.45015 0.005 -0.002 0.002
H 1.89530 -1.86262 1.27475 -0.037 -0.081 0.103
H -2.90257 0.46088 -0.53098 -0.045 -0.026 0.129
H -1.64526 1.20943 -1.56089 0.002 0.098 -0.028
H -2.32104 -0.38485 -1.98913 0.114 -0.237 0.011
```
Forces are in eV/Å.

calculated total energy	-29055.7967	eV
net charge	0
maximum force	0.0418	hartree/bohr
multiplicity	1

Entry 6:
ORCA calculation (ωB97M-V/def2-TZVPD) on a single C5H10OSi molecule.

```
17
Properties=species:S:1:pos:R:3:forces:R:3
C -2.46936 -0.45445 0.96437 2.422 0.150 -0.723
O -1.71417 -0.36286 -0.28060 -1.225 -0.842 0.880
Si -0.82635 0.83280 -0.88724 2.404 1.034 1.101
C 1.04280 0.43098 -0.82465 -0.581 0.718 -1.304
C 1.60417 0.63984 0.51964 0.795 -2.597 -0.252
C 1.96460 -0.66717 0.66280 -0.870 1.881 1.880
C 1.48975 -1.07149 -0.66770 1.161 1.478 -2.055
H -2.64793 0.53635 1.29238 -0.191 1.080 0.633
H -1.79187 -0.95413 1.69300 -0.985 0.014 -0.363
H -3.42113 -0.89036 0.77971 -0.489 -0.888 -0.094
H -0.53390 2.02660 -0.00295 -1.198 -0.002 -0.076
H -1.35678 1.27216 -2.14410 -0.293 0.095 -0.823
H 1.58029 1.11248 -1.53271 -0.414 -0.795 -0.151
H 1.83089 1.53646 1.00074 0.036 1.218 1.144
H 2.25555 -1.16332 1.57323 0.506 -0.471 -0.136
H 2.37298 -1.12617 -1.38435 -1.338 -1.063 0.622
H 0.62044 -1.69771 -0.76155 0.259 -1.012 -0.282
```
Forces are in eV/Å.

calculated total energy	-15270.0838	eV
net charge	0
maximum force	0.0552	hartree/bohr
multiplicity	1
SMILES	CO[SiH2][C@H]1C=CC1

Entry 7:
ORCA calculation (ωB97M-V/def2-TZVPD) on a single C5H10S molecule.

```
16
Properties=species:S:1:pos:R:3:forces:R:3
C -1.96597 -1.36241 0.08472 -0.429 -1.830 0.161
C -1.34592 -0.04281 -0.39645 -6.017 -1.309 3.570
C -0.12048 0.29417 -0.35532 2.599 -1.203 -1.677
C 0.07973 1.72396 -0.31432 -0.565 5.390 -0.931
S 1.12239 -0.99444 -0.87520 0.212 2.650 2.488
C 2.41906 -0.45725 0.46343 0.777 -3.266 -0.531
H -2.74371 -1.10256 0.99978 2.039 -0.842 -2.434
H -2.53268 -1.97886 -0.74879 0.907 1.323 1.736
H -1.08764 -2.07855 0.45730 -2.039 1.494 -0.630
H -2.01783 0.82474 -0.06160 0.561 -1.232 -1.179
H -0.87357 2.38308 -0.95409 2.456 -2.165 2.366
H 0.82829 1.92939 -1.09480 0.699 0.670 1.062
H 0.18583 2.30972 0.79312 0.135 -1.838 -3.239
H 1.89234 -0.07704 1.42782 1.145 -0.855 -1.857
H 3.18066 0.23225 -0.00516 -1.066 -0.612 0.802
H 2.97952 -1.60339 0.57958 -1.415 3.625 0.295
```
Forces are in eV/Å.

calculated total energy	-16178.2153	eV
net charge	0
maximum force	0.1384	hartree/bohr
multiplicity	1
SMILES	C/C=C(/C)SC

Entry 8:
ORCA calculation (ωB97M-V/def2-TZVPD) on a 2-piece molecular cluster, C5H10S3 overall.

```
18
Properties=species:S:1:pos:R:3:forces:R:3
C 0.63289 -1.72938 0.38371 1.274 -0.801 -0.021
C 0.54098 -0.45098 0.36447 -1.999 0.959 0.021
C 2.54948 0.75449 -0.41675 -1.562 -0.342 0.017
C 1.25023 0.81849 0.39815 -0.844 1.312 1.117
C -2.02020 -0.03088 -0.06974 0.082 -0.287 0.627
S -2.64648 0.60339 1.57403 -0.619 1.478 -3.128
S -2.82406 -1.62039 -0.61704 1.588 1.085 -1.591
S -1.94586 1.18213 -1.38830 -0.405 0.765 0.781
H -0.20471 -2.36936 0.46781 -0.951 -0.596 -0.217
H 1.60364 -2.23662 0.34702 -0.027 0.095 0.147
H 2.74776 -0.30691 -0.37737 1.316 0.001 -0.141
H 3.29803 1.44996 -0.08807 0.500 -0.104 0.337
H 2.27930 0.99692 -1.42098 0.100 0.083 -0.892
H 0.47447 1.55250 0.02015 1.139 -0.205 0.379
H 1.49564 1.08403 1.47814 -0.545 -0.312 -1.199
H -2.16160 -0.30422 2.29786 1.124 -2.023 1.407
H -2.28685 -1.61827 -2.00090 -0.874 0.072 2.510
H -2.78264 2.22512 -0.95218 0.702 -1.180 -0.153
```
Forces are in eV/Å.

calculated total energy	-37847.7607	eV
net charge	0
maximum force	0.0683	hartree/bohr
multiplicity	1

Entry 9:
ORCA calculation (ωB97M-V/def2-TZVPD) on C5H10S3 as an isolated structure.

```
18
Properties=species:S:1:pos:R:3:forces:R:3
C 0.43090 1.74221 -1.04853 3.526 -4.263 1.789
C -0.03388 0.27847 -0.52605 -3.225 4.388 -1.416
C -1.22699 0.11503 0.43645 -1.495 1.685 2.656
C -0.64402 -1.26811 0.89690 -0.465 -0.653 -3.290
C 0.65698 -0.63865 0.29247 2.452 -4.450 2.250
H 2.50466 0.98856 -0.09417 -1.614 3.383 1.130
H -0.34849 2.35942 -1.34782 -1.313 1.250 -0.097
H 1.10262 1.45353 -1.89430 -0.725 0.855 0.384
H -0.46888 -0.19329 -1.37530 0.190 -0.757 -1.171
H -1.28368 0.84339 1.36225 0.662 -1.267 -1.850
H -3.72200 -0.37323 0.61323 1.990 1.830 -2.442
H -0.69326 -1.75312 1.86916 0.078 0.835 0.298
H -0.92956 -2.11414 0.15761 0.053 1.453 1.023
H 1.23519 -0.24975 1.10748 0.407 0.466 0.081
H 2.95559 -1.98419 0.31306 -3.099 0.146 -2.151
S 1.65281 2.33579 0.29657 1.017 -2.989 -2.146
S -2.81008 0.39438 -0.44837 -1.900 -2.306 2.719
S 1.62211 -1.93630 -0.61067 3.461 0.394 2.233
```
Forces are in eV/Å.

calculated total energy	-37848.6429	eV
net charge	0
maximum force	0.1131	hartree/bohr
multiplicity	1

Entry 10:
ORCA calculation (ωB97M-V/def2-TZVPD) on C5H11AlO3 as an isolated structure.

```
20
Properties=species:S:1:pos:R:3:forces:R:3
C -1.52971 0.79388 -0.66973 0.508 -0.013 1.422
O -0.65220 -0.35542 -0.58647 -0.998 0.709 0.563
C 0.70774 -0.08447 -0.41159 1.351 -0.144 0.082
C 1.00561 0.80606 0.78973 0.805 0.406 -1.022
O 0.22888 0.43340 1.92239 -0.801 0.662 -0.099
C 0.66005 -0.73669 2.60031 0.388 -1.326 0.756
H -2.47861 0.45769 -1.11777 0.495 0.404 0.241
H -1.05142 1.68180 -1.12866 -0.427 -0.518 0.075
H 1.17781 0.40655 -1.28489 -0.321 -0.177 0.160
H 1.18823 -1.06719 -0.30900 -0.137 0.284 -0.058
H 0.75213 1.85352 0.58285 0.066 -0.148 0.084
H 2.08109 0.76993 1.01948 -0.368 0.009 0.086
H 0.54654 -1.62285 1.95939 0.024 0.279 0.175
H 1.71307 -0.62495 2.89521 -0.371 0.078 -0.098
H 0.03901 -0.84730 3.49603 0.176 0.047 -0.233
Al -1.60922 0.84357 1.46239 -0.442 -0.004 -0.551
O 0.01358 -1.61936 -3.00789 -1.036 1.689 0.775
C -0.70176 -0.66143 -2.73190 1.094 -2.282 -2.653
H -1.80324 -0.79572 -2.70010 0.292 0.212 0.199
H -0.28759 0.36897 -2.77978 -0.297 -0.166 0.094
```
Forces are in eV/Å.

calculated total energy	-18092.5649	eV
net charge	+1
<S²>	0.7581
maximum force	0.0713	hartree/bohr
multiplicity	2

Entry 11:
ORCA calculation (ωB97M-V/def2-TZVPD) on C5H11BO2 as an isolated structure.

```
19
Properties=species:S:1:pos:R:3:forces:R:3
B 0.95813 1.21829 1.17465 -2.750 -2.987 -0.825
C 0.82149 0.96969 -1.08609 -1.432 -0.183 -2.122
C -0.07731 -0.53552 0.58096 0.818 2.512 1.753
C -0.33368 -0.04532 -0.81397 -0.473 0.596 -0.949
C -1.28536 -0.76779 1.51515 4.806 -4.207 1.699
C -0.18606 -1.17268 -1.86697 3.755 1.788 0.453
O 1.12686 1.82487 -0.00836 0.352 0.438 0.131
O 1.04414 1.64824 2.43242 0.468 1.214 1.125
H 1.64674 0.31160 -1.32457 0.706 0.249 0.042
H 0.58283 1.57962 -2.00258 0.389 -0.355 0.969
H 0.69005 -1.32371 0.63179 -0.469 0.094 -0.152
H -1.38988 0.45052 -0.95610 1.921 -0.776 0.537
H -1.95348 -1.66120 1.40807 1.128 0.122 -0.156
H -1.92543 -0.03763 1.51601 -3.325 4.663 -0.102
H -0.74431 -0.76096 2.53986 -1.507 -0.394 -1.217
H 0.93629 -1.52808 -1.91216 -2.191 0.178 0.549
H -0.31430 -0.82198 -2.85228 -0.508 0.675 -1.328
H -0.86109 -1.91999 -1.70198 -1.506 -2.283 0.538
H 1.26438 2.57205 2.72615 -0.180 -1.346 -0.941
```
Forces are in eV/Å.

calculated total energy	-10134.8084	eV
net charge	0
maximum force	0.1285	hartree/bohr
multiplicity	1

Entry 12:
ORCA calculation (ωB97M-V/def2-TZVPD) on C5H11BaF3N4O13S as an isolated structure.

```
38
Properties=species:S:1:pos:R:3:forces:R:3
Ba 0.07365 2.63980 9.84189 1.791 0.626 0.544
N 2.42665 2.77404 6.66330 0.873 0.137 0.352
O 1.64293 2.29179 7.54696 -0.965 -0.131 0.062
O 3.50460 3.22490 7.01785 -0.171 -0.086 -0.210
O 2.09637 2.75270 5.46331 -0.597 -0.073 -0.217
N 0.66753 2.45876 13.61540 -0.507 -0.033 -1.095
O 0.32053 1.26092 13.79551 0.277 0.368 0.214
O 1.56755 2.99870 14.23702 -0.336 -0.292 0.270
O 0.03963 3.11831 12.70244 0.068 -0.390 0.174
N 1.71649 5.83844 10.21433 1.483 -0.988 1.363
O 2.48630 5.98819 9.26516 -0.848 0.504 0.134
O 0.70077 5.06461 10.09519 -1.015 0.145 -0.845
O 1.95476 6.25764 11.35945 -0.251 0.572 -0.951
C 4.52221 0.96676 10.51356 -0.440 2.401 -0.821
F 4.41667 0.65607 9.21759 -0.354 -0.664 -0.167
F 3.75736 0.15765 11.24277 0.370 -0.600 0.071
F 5.82003 0.82891 10.80490 -0.037 -0.370 0.647
S 3.93717 2.76677 10.73253 2.660 2.853 -0.849
O 2.50085 2.67920 10.61281 -1.150 -0.943 -0.532
O 4.34827 3.14372 12.05242 0.311 -0.825 0.964
O 4.61991 3.58533 9.71220 -1.015 -2.154 0.966
C -4.83534 3.60207 10.13442 -0.471 -0.130 -0.978
C -3.40878 3.46616 9.61625 1.161 0.726 1.468
C -2.86052 4.58339 8.70285 0.501 -0.911 0.334
O -1.64315 4.07617 8.17512 0.144 -1.478 -0.716
C -1.13168 4.66650 6.99062 -0.467 1.575 -0.452
N -2.49818 3.42752 10.81958 -0.504 0.257 -1.126
H -5.04913 4.52417 10.67649 0.513 0.038 0.167
H -5.01604 2.75249 10.79272 -0.208 0.071 0.044
H -5.58676 3.59210 9.33775 0.051 -0.256 -0.099
H -3.19638 2.54736 9.06557 -0.655 -0.168 -0.055
H -2.53884 5.43797 9.30539 -0.757 0.483 -0.160
H -3.59904 4.76744 7.91926 0.140 0.469 -0.091
H -1.00733 5.72584 7.23002 0.289 0.108 -0.340
H -1.79450 4.59284 6.11857 -0.598 -0.128 0.361
H -0.19932 4.28532 6.57400 0.244 -0.557 1.103
H -2.90326 2.88673 11.57400 0.121 -0.025 0.069
H -2.42470 4.38944 11.13675 0.351 -0.130 0.394
```
Forces are in eV/Å.

calculated total energy	-57616.4331	eV
net charge	-2
maximum force	0.0776	hartree/bohr
multiplicity	1

Q: What is the calculated total energy in the eighth record?
A: -37847.7607 eV

Q: Which value of calculated total energy does entry 1 give?
A: -11484.2674 eV